{
  "formula": "C49H40ClF5GeMnN3O4",
  "method": "the ωB97M-V functional and the def2-TZVPD basis",
  "elements": ["Mn", "Cl", "C", "C", "C", "C", "O", "C", "C", "N", "C", "C", "C", "C", "C", "C", "C", "C", "N", "C", "C", "H", "H", "H", "H", "H", "H", "H", "H", "H", "H", "O", "C", "O", "C", "C", "Ge", "C", "C", "C", "C", "C", "C", "C", "C", "C", "C", "C", "C", "C", "C", "C", "C", "C", "C", "H", "H", "H", "H", "H", "H", "H", "H", "H", "H", "H", "H", "H", "H", "H", "H", "H", "H", "H", "F", "C", "C", "C", "F", "C", "F", "C", "F", "C", "F", "O", "C", "C", "C", "C", "C", "C", "N", "H", "H", "H", "H", "H", "H", "H", "H", "H", "H", "H"],
  "positions_angstrom": [[-0.817, -0.529, -0.307], [-1.558, -4.846, -6.274], [-1.111, -3.684, -5.032], [0.127, -3.005, -5.130], [0.492, -2.104, -4.182], [-0.343, -1.808, -3.048], [0.049, -1.001, -2.165], [-1.600, -2.495, -2.986], [-2.584, -2.242, -1.996], [-2.529, -1.410, -1.007], [-3.690, -1.184, -0.216], [-4.965, -1.512, -0.559], [-6.050, -1.254, 0.317], [-5.867, -0.641, 1.515], [-4.558, -0.233, 1.890], [-4.260, 0.469, 3.088], [-2.985, 0.851, 3.351], [-1.965, 0.529, 2.417], [-2.212, -0.125, 1.319], [-3.487, -0.507, 1.030], [-1.945, -3.431, -3.995], [0.778, -3.214, -5.971], [1.437, -1.578, -4.240], [-3.507, -2.809, -2.123], [-5.177, -1.964, -1.520], [-7.048, -1.543, 0.009], [-6.703, -0.437, 2.173], [-5.062, 0.701, 3.780], [-2.735, 1.399, 4.250], [-0.931, 0.825, 2.566], [-2.900, -3.941, -3.934], [1.854, -2.335, 1.991], [1.495, -1.879, 0.911], [0.292, -2.048, 0.415], [2.481, -1.084, 0.060], [3.119, 0.083, 0.852], [3.286, 1.774, -0.110], [3.663, 1.557, -2.012], [4.116, 0.351, -2.547], [4.370, 0.223, -3.908], [4.170, 1.304, -4.758], [3.723, 2.512, -4.243], [3.473, 2.636, -2.881], [4.771, 2.753, 0.711], [5.566, 3.635, -0.025], [6.593, 4.350, 0.580], [6.842, 4.196, 1.939], [6.065, 3.321, 2.686], [5.041, 2.606, 2.074], [1.722, 2.957, -0.010], [1.641, 3.852, 0.982], [0.494, 4.673, 1.348], [-0.801, 4.376, 1.134], [-1.370, 3.242, 0.429], [0.631, 2.784, -1.055], [1.970, -0.743, -0.836], [3.255, -1.786, -0.261], [4.095, -0.194, 1.254], [2.494, 0.325, 1.713], [4.261, -0.505, -1.900], [4.714, -0.724, -4.306], [4.357, 1.201, -5.820], [3.557, 3.357, -4.900], [3.115, 3.584, -2.494], [5.386, 3.762, -1.087], [7.200, 5.027, -0.009], [7.641, 4.754, 2.413], [6.256, 3.193, 3.745], [4.448, 1.918, 2.668], [2.510, 3.969, 1.628], [0.709, 5.554, 1.945], [-1.529, 5.051, 1.577], [-2.418, 3.028, 0.621], [0.886, 1.905, -1.654], [-2.132, 0.574, -3.319], [-1.600, 1.596, -2.577], [-1.404, 1.433, -1.263], [-0.768, 2.498, -0.519], [0.380, 0.580, 0.507], [0.446, 3.898, -2.047], [1.106, 5.055, -1.874], [-0.440, 3.818, -3.074], [-0.525, 4.872, -3.919], [-1.290, 2.727, -3.380], [-1.813, 2.763, -4.623], [-2.415, -3.247, 1.223], [-2.083, -4.211, 1.888], [-3.071, -5.270, 2.293], [-3.776, -4.605, 3.503], [-2.849, -4.031, 4.602], [-2.042, -2.761, 4.238], [-0.749, -3.036, 3.438], [-0.923, -4.230, 2.618], [-2.576, -6.196, 2.594], [-3.786, -5.479, 1.498], [-4.461, -5.325, 3.959], [-4.386, -3.785, 3.113], [-2.170, -4.815, 4.960], [-3.490, -3.788, 5.454], [-1.783, -2.229, 5.157], [-2.691, -2.089, 3.668], [0.102, -3.214, 4.094], [-0.480, -2.207, 2.787], [-0.769, -5.088, 3.122]],
  "fmax_ha_per_bohr": 0.0232,
  "e_lumo_ev": [1.7, 1.8],
  "homo_ha": [-0.158, -0.182],
  "relative_energy_kcal_mol": 76.9,
  "orbital_gap_ev": [6.0, 6.7],
  "spin_multiplicity": 6,
  "total_charge": -1
}